Formula: C13H21Cl5EuOP2
Source: the OMol25 dataset
Level of theory: the ωB97M-V functional and the def2-TZVPD basis

charge	+1
LUMO (spin up / spin down)	-3.34 / -5.32	eV
multiplicity	7
ΔE to the lowest compared entry with this formula, charge and spin	3.921	eV
E_tot	-116374.4088	eV
HOMO (spin up / spin down)	-10.74 / -9.15	eV

Cartesian coordinates (Å):
Eu: 0.17 0.00 -0.71
H: -1.90 -0.23 1.44
H: -1.78 0.50 1.48
P: -0.09 -2.73 -0.38
P: -0.12 2.75 -0.43
C: 1.50 3.56 -0.23
H: 1.47 4.63 -0.46
H: 1.90 3.41 0.78
H: 2.19 3.07 -0.94
C: -0.42 2.99 -2.23
H: -1.37 2.52 -2.52
H: -0.47 4.07 -2.44
H: 0.39 2.53 -2.81
C: -1.57 3.57 0.31
H: -1.57 3.45 1.39
H: -1.65 4.64 0.06
H: -2.46 3.05 -0.08
C: -0.23 -3.01 -2.19
H: -0.30 -4.09 -2.38
H: -1.12 -2.51 -2.58
H: 0.65 -2.60 -2.70
C: 1.38 -3.69 0.11
H: 1.52 -3.61 1.20
H: 1.28 -4.74 -0.19
H: 2.26 -3.24 -0.37
C: -1.56 -3.57 0.30
H: -2.46 -3.04 -0.05
H: -1.61 -4.62 0.01
H: -1.54 -3.47 1.40
C: 2.23 0.06 0.66
O: 3.04 0.14 1.48
H: 1.33 0.04 -2.27
Cl: 0.60 -1.19 2.89
C: 0.72 0.37 3.70
C: 0.61 1.56 3.01
C: 0.65 2.78 3.63
Cl: 0.46 4.29 2.82
C: 0.89 2.84 5.04
Cl: 1.12 4.33 5.87
C: 1.02 1.63 5.77
Cl: 1.32 1.68 7.45
C: 0.92 0.39 5.11
Cl: 1.01 -1.05 6.02


Formula: C23H28AuClN5O5Se
Source: the OMol25 dataset
Level of theory: the ωB97M-V functional and the def2-TZVPD basis

charge	+1
LUMO	-5.40	eV
ΔE to the lowest compared entry with this formula, charge and spin	2.907	eV
E_tot	-123546.3644	eV
HOMO	-10.67	eV

Cartesian coordinates (Å):
Au: 0.86 -0.36 1.19
N: 1.03 -4.15 3.85
C: 0.83 -2.99 3.21
O: 1.22 -1.91 3.65
C: 0.09 -3.08 1.89
C: -0.59 -1.77 1.50
H: 1.62 -4.15 4.67
H: 0.78 -5.03 3.45
H: -0.65 -3.88 1.93
H: 0.82 -3.38 1.12
H: -1.34 -1.49 2.23
H: -1.08 -1.87 0.53
N: -0.37 -3.75 -2.49
C: 0.05 -2.92 -3.50
O: -0.21 -3.13 -4.67
C: 0.78 -1.68 -3.07
C: 1.74 -1.15 -4.05
C: 2.52 -0.07 -4.02
C: 2.83 0.86 -2.89
N: 0.98 0.07 -1.44
C: 0.34 -1.04 -1.98
H: -0.77 -4.62 -2.79
H: 0.12 -3.74 -1.62
H: 1.71 -1.72 -4.98
H: 3.04 0.16 -4.94
H: 2.35 1.84 -3.05
H: -0.58 -1.33 -1.47
C: 0.96 3.85 -0.77
C: 0.15 3.36 -1.94
C: -0.27 4.23 -2.93
C: -0.97 3.77 -4.03
Cl: -1.48 4.90 -5.25
C: -1.29 2.43 -4.17
C: -0.89 1.55 -3.18
C: -0.19 2.01 -2.09
O: 0.18 1.14 -1.04
C: 2.41 0.30 -1.54
C: 2.97 1.11 -0.35
O: 3.90 1.86 -0.52
O: 2.46 0.85 0.83
H: 0.78 4.92 -0.61
H: 2.03 3.72 -0.95
H: 0.72 3.32 0.15
H: -0.02 5.28 -2.86
H: -1.83 2.09 -5.04
H: -1.13 0.49 -3.28
H: 3.90 1.06 -2.87
H: 2.86 -0.69 -1.44
C: -3.22 0.84 1.69
N: -2.77 0.42 3.02
C: -3.54 -0.17 3.98
C: -2.74 -0.37 5.06
N: -1.49 0.09 4.73
C: -0.32 0.09 5.62
C: -1.52 0.57 3.48
Se: -0.09 1.37 2.57
H: -4.27 0.58 1.60
H: -2.64 0.34 0.93
H: -3.09 1.92 1.59
H: -4.58 -0.39 3.83
H: -2.96 -0.79 6.03
H: -0.60 -0.41 6.54
H: -0.02 1.11 5.83
H: 0.49 -0.45 5.13


Formula: C29H42F6N2O4S2Si
Source: the OMol25 dataset
Level of theory: the ωB97M-V functional and the def2-TZVPD basis

LUMO	-1.05	eV
ΔE to the lowest compared entry with this formula, charge and spin	0.000	eV
E_tot	-87761.4382	eV
HOMO	-7.53	eV

Cartesian coordinates (Å):
C: -0.41 1.75 2.03
C: 0.68 2.05 1.07
C: 0.95 0.98 -0.11
C: 1.06 -0.42 0.74
N: 0.91 -1.55 1.17
C: -0.34 0.99 -1.05
C: -1.26 -0.35 -0.99
C: -2.24 -0.43 0.29
C: -3.23 -1.69 0.06
O: -4.10 -1.98 0.93
O: -3.04 -2.46 -1.15
C: -4.37 -2.94 -1.53
C: -4.31 -3.53 -3.04
C: 2.38 1.12 -0.85
C: 3.41 0.53 0.28
N: 4.22 0.05 1.04
C: 2.60 0.19 -2.14
F: 1.71 -0.97 -2.20
F: 2.32 0.89 -3.39
C: 4.07 -0.43 -2.33
C: 4.26 -1.93 -1.76
Si: 4.15 -3.35 -3.01
C: 3.97 -2.87 -4.85
C: 2.54 -4.36 -2.56
C: 5.61 -4.61 -2.68
C: 6.94 -4.23 -1.96
C: 7.97 -5.43 -1.75
C: 7.67 -6.90 -2.21
C: 6.33 -7.27 -2.95
C: 5.32 -6.09 -3.16
C: 2.93 2.61 -1.10
F: 4.09 2.63 -1.98
F: 3.49 3.05 0.17
C: 1.95 3.72 -1.67
F: 0.98 3.31 -2.63
F: 1.27 4.52 -0.69
H: -1.49 2.13 1.91
H: -0.11 1.06 2.91
H: 1.27 2.99 1.29
H: -1.02 1.92 -0.92
H: 0.00 1.04 -2.16
H: -1.96 -0.27 -1.91
H: -0.66 -1.32 -1.18
H: -1.67 -0.65 1.25
H: -2.86 0.54 0.41
H: -5.07 -2.02 -1.50
H: -4.75 -3.77 -0.84
H: -5.35 -3.32 -3.52
H: -4.12 -4.66 -3.01
H: -3.49 -3.01 -3.67
H: 4.92 0.26 -1.95
H: 4.25 -0.49 -3.47
H: 3.54 -2.10 -0.88
H: 5.32 -1.96 -1.29
H: 2.90 -2.41 -4.97
H: 4.00 -3.76 -5.58
H: 4.70 -2.05 -5.21
H: 1.80 -4.42 -3.44
H: 2.81 -5.41 -2.20
H: 2.05 -3.84 -1.65
H: 7.16 -3.16 -1.61
H: 8.96 -5.19 -1.22
H: 8.40 -7.77 -2.02
H: 6.05 -8.32 -3.30
H: 4.34 -6.33 -3.70
H: 2.62 4.49 -2.24
C: -4.38 3.79 5.03
S: -2.77 3.50 4.26
O: -3.01 2.73 3.00
C: -2.19 2.32 5.50
H: -4.94 4.48 4.40
H: -4.93 2.85 5.12
H: -4.24 4.24 6.01
H: -2.87 1.47 5.56
H: -2.12 2.82 6.47
H: -1.20 1.97 5.20
C: -8.95 6.73 6.11
S: -7.87 5.67 5.13
O: -6.65 5.39 5.95
C: -7.42 6.93 3.92
H: -9.32 6.15 6.96
H: -8.39 7.59 6.48
H: -9.79 7.06 5.50
H: -6.96 7.78 4.42
H: -8.31 7.25 3.38
H: -6.71 6.50 3.22


Formula: C2H7NO3
Source: the OMol25 dataset
Level of theory: the ωB97M-V functional and the def2-TZVPD basis

SMILES	NCC(=O)O.O
LUMO	0.43	eV
ΔE to the lowest compared entry with this formula, charge and spin	1.706	eV
E_tot	-9819.2550	eV
HOMO	-10.00	eV

Cartesian coordinates (Å):
N: 1.19 -0.44 -0.29
C: 0.27 0.17 -1.33
C: -0.91 0.63 -0.49
O: -1.39 1.77 -0.61
O: -1.72 -0.29 0.10
H: 1.52 -1.43 -0.41
H: 2.02 0.17 -0.19
H: 0.02 -0.64 -2.08
H: 0.79 0.97 -1.99
H: -2.43 0.13 0.78
O: 0.23 -0.32 2.58
H: 0.37 0.37 1.87
H: 0.04 -1.10 2.06


Formula: C4H6O2S2
Source: the OMol25 dataset
Level of theory: the ωB97M-V functional and the def2-TZVPD basis

LUMO (spin up / spin down)	0.08 / -3.66	eV
multiplicity	3
ΔE to the lowest compared entry with this formula, charge and spin	4.708	eV
E_tot	-30001.1006	eV
HOMO (spin up / spin down)	-6.15 / -9.75	eV

Cartesian coordinates (Å):
C: -1.20 0.01 -0.74
C: -0.23 -0.64 -1.33
C: 1.91 0.29 1.62
C: 2.09 0.07 0.25
O: -2.75 2.06 -1.14
O: -2.29 -2.59 -1.04
S: -1.86 1.53 -0.12
S: -1.29 -1.84 -0.27
H: 0.66 -0.76 -1.89
H: -2.67 0.93 1.04
H: 1.77 1.32 1.89
H: 1.68 -0.45 2.32
H: 1.94 -0.87 -0.25
H: 2.25 0.95 -0.35


Formula: C3H8SSe
Source: the OMol25 dataset
Level of theory: the ωB97M-V functional and the def2-TZVPD basis

SMILES	C[Se]CCS
LUMO	0.78	eV
ΔE to the lowest compared entry with this formula, charge and spin	0.555	eV
E_tot	-79420.9624	eV
HOMO	-8.51	eV

Cartesian coordinates (Å):
C: 2.70 -0.15 -0.35
Se: 1.08 -0.23 0.86
C: -0.52 0.50 -0.20
C: -1.67 0.12 0.77
S: -3.30 -0.24 0.01
H: 3.52 0.18 0.16
H: 2.96 -1.09 -0.83
H: 2.45 0.53 -1.18
H: -0.45 1.55 -0.32
H: -0.61 -0.24 -1.08
H: -1.34 -0.57 1.53
H: -2.04 0.98 1.35
H: -2.76 -1.32 -0.70


Formula: C4H12N2
Source: the OMol25 dataset
Level of theory: the ωB97M-V functional and the def2-TZVPD basis

SMILES	NCCCCN
LUMO	1.15	eV
ΔE to the lowest compared entry with this formula, charge and spin	2.128	eV
E_tot	-7320.9013	eV
HOMO	-9.27	eV

Cartesian coordinates (Å):
N: 0.09 -1.76 -1.65
C: 0.81 -1.31 -0.37
C: -0.04 -0.82 0.67
C: 0.53 0.56 1.01
C: 0.12 1.56 -0.02
N: -1.30 1.82 0.51
H: 0.05 -2.71 -1.71
H: -0.82 -1.37 -1.56
H: 1.44 -2.11 0.15
H: 1.50 -0.52 -0.87
H: -1.16 -0.77 0.50
H: -0.02 -1.46 1.54
H: 1.63 0.44 1.10
H: 0.11 1.00 2.00
H: 0.64 2.44 0.01
H: 0.13 1.09 -1.13
H: -1.71 2.50 -0.17
H: -1.87 1.07 0.30


Formula: C4H13N2O
Source: the OMol25 dataset
Level of theory: the ωB97M-V functional and the def2-TZVPD basis

charge	+1
LUMO	-3.02	eV
ΔE to the lowest compared entry with this formula, charge and spin	1.804	eV
E_tot	-9379.7802	eV
HOMO	-12.27	eV

Cartesian coordinates (Å):
C: -0.52 -0.12 -0.78
C: -1.23 0.50 0.43
C: -0.72 -0.10 1.73
C: 0.35 0.50 2.31
N: -1.37 -1.23 2.12
N: 0.96 -0.32 -0.47
H: -0.92 -1.08 -1.07
H: -0.52 0.59 -1.61
H: -2.30 0.30 0.31
H: -1.11 1.58 0.40
H: 0.45 1.56 2.17
H: 0.98 0.01 3.05
H: 1.20 1.35 -4.21
H: -1.88 -1.87 1.54
H: -1.11 -1.63 3.00
H: 1.14 -1.22 0.01
H: 1.49 -0.34 -1.34
H: 1.12 0.36 0.27
H: 2.26 0.34 -4.25
O: 1.72 0.80 -3.60